1.
C36H40CdOP2 | wB97M-V/def2-TZVPD

Positions of all 80 atoms, in Å:
Cd -0.161094 1.211581 -0.304069
C -2.265217 1.078352 -2.630715
C -2.124982 -0.230184 -2.416630
C -1.282788 -1.094873 -3.291449
C 0.145164 -0.549546 -3.716980
C 0.815909 0.218168 -2.659817
C 0.498377 1.510478 -2.278402
C -0.186831 2.309196 -3.336847
C -1.628335 1.909002 -3.678521
C 1.869611 0.209942 2.548285
H -2.912860 1.654094 -1.986329
H -2.844826 -0.747228 -1.762825
H -1.825966 -1.349523 -4.218668
H -1.116937 -2.017642 -2.745457
H 0.743282 -1.446338 -3.983528
H -0.014728 0.026980 -4.633387
H 1.611867 -0.316210 -2.158507
H 1.206340 2.161838 -1.606891
H 0.405040 2.292669 -4.253153
H -0.244901 3.294118 -2.901028
H -2.211304 2.833444 -3.773427
H -1.603929 1.373346 -4.615221
H 0.982964 0.853894 2.462749
H 2.701259 0.580522 3.134641
H 1.385006 -0.732706 2.938536
P -1.564658 -0.891832 0.744164
P 2.432973 -0.061739 0.830944
C -0.023373 -1.514658 -0.233394
C 1.324673 -1.173821 -0.110166
C -2.573666 -2.337046 0.972077
C -2.957564 -3.331496 0.043138
C -3.770619 -4.392742 0.463375
C -4.158619 -4.535982 1.796418
C -3.733288 -3.577744 2.719459
C -2.955420 -2.487454 2.328016
C -2.745211 0.594806 0.261793
C -2.346570 1.964950 0.136145
C -3.305092 2.977342 0.294737
C -4.650269 2.655944 0.091042
C -5.057984 1.316706 0.010435
C -4.123698 0.284114 0.188985
C 3.845244 -1.125470 1.111434
C 3.582641 -2.371408 1.725541
C 4.652494 -3.213538 2.057383
C 5.963029 -2.761868 1.835093
C 6.207006 -1.473457 1.372007
C 5.149387 -0.622914 1.048406
C 2.830668 1.644362 0.215758
C 2.407547 2.809490 0.910606
C 2.742292 4.050218 0.416391
C 3.516335 4.209102 -0.714212
C 4.003811 3.093802 -1.356854
C 3.685957 1.806142 -0.899073
H -0.170194 -2.502627 -0.691477
H 1.991436 -1.960899 -0.466749
H -2.608512 -3.311986 -0.981872
H -4.062293 -5.137752 -0.262262
H -4.743660 -5.400170 2.126999
H -3.966049 -3.674634 3.784189
H -2.609798 -1.772057 3.070103
H -1.484253 2.521330 -0.376653
H -2.889777 3.993232 0.413579
H -5.381600 3.470930 0.004082
H -6.107855 1.042700 -0.111525
H -4.472344 -0.753608 0.292632
H 2.550422 -2.682856 1.967782
H 4.411908 -4.198178 2.476681
H 6.790558 -3.442360 2.052544
H 7.225239 -1.111556 1.244046
H 5.302249 0.412508 0.757453
H 1.861147 2.699032 1.846146
H 2.396843 4.929870 0.947516
H 3.780467 5.176398 -1.093483
H 4.645656 3.175124 -2.235474
H 4.053270 0.907760 -1.374621
C -1.374491 0.220953 4.086486
O -1.173787 0.263836 2.708844
H -1.434814 -0.848426 4.276906
H -2.286839 0.783294 4.397457
H -0.561038 0.632960 4.748702

Forces on atoms 1 to 6 (eV/Å):
Cd 1.2 -1.2 3.1
C -0.9 -0.1 0.3
C -1.0 0.3 -1.2
C 0.6 -0.4 -0.2
C -1.1 -0.8 -0.3
C 1.4 1.3 0.5

Calculated values
- LUMO energy (spin up / spin down): 0.006 / 0.005 hartree
- Charge: 0
- E: -63157.0220 eV
- Spin multiplicity: 1
- HOMO level (spin up / spin down): -4.57 / -4.57 eV
- HOMO-LUMO gap (spin up / spin down): 0.1733 / 0.1733 Eh

***

2.
C29H22BIrN9S2Se | wB97M-V/def2-TZVPD

Positions of all 65 atoms, in Å:
Ir 0.525637 0.127282 0.615646
Se 5.775337 0.525682 6.200346
N 4.003937 0.312282 6.159246
C 3.590637 0.282582 4.915846
C 2.227037 0.128882 4.512646
C 1.178037 -0.008618 5.406646
C -0.118663 -0.127018 4.912446
C -0.318763 -0.108418 3.543346
N 0.656337 0.028282 2.656946
C 1.942837 0.140682 3.108446
C 2.958137 0.280382 2.150246
N 2.606137 0.268082 0.819846
C 3.552337 0.365382 -0.112554
C 4.894337 0.505582 0.191246
C 5.290737 0.543582 1.530446
C 4.334337 0.425782 2.523746
C 4.645137 0.433382 3.921546
N 5.852037 0.570482 4.418946
H 1.380237 -0.015018 6.465246
H -0.955563 -0.235218 5.578046
H -1.321263 -0.216918 3.147046
H 3.218037 0.322382 -1.141554
H 5.614137 0.587582 -0.604454
H 6.329137 0.651782 1.807746
C -2.659163 2.601382 3.351346
N -3.121063 1.662482 2.363146
C -4.258963 0.921182 2.425146
C -4.369063 0.253182 1.237346
N -3.313563 0.585282 0.450946
B -3.182063 0.340982 -1.082554
N -2.640363 -1.064818 -1.464154
C -2.891863 -1.614018 -2.680854
C -2.131163 -2.741718 -2.819954
N -1.415563 -2.884518 -1.677954
C -0.475163 -3.928818 -1.373854
C -1.734363 -1.850218 -0.864854
S -1.093063 -1.701218 0.718646
C -2.553063 1.436982 1.156446
S -1.064963 2.137582 0.668446
H -2.964363 2.278682 4.344446
H -3.101163 3.580682 3.163746
H -1.573463 2.685182 3.308246
H -4.891263 0.926982 3.289746
H -5.134163 -0.413818 0.899946
H -4.254763 0.460782 -1.564154
H -2.392963 1.131582 -1.503854
H -3.591263 -1.176618 -3.365154
H -2.069163 -3.446118 -3.624954
H -0.283263 -4.516818 -2.270454
H -0.869763 -4.585718 -0.596054
H 0.458737 -3.492218 -1.014654
N -0.674363 0.918582 -9.166454
C -0.463463 0.790882 -8.048454
C -0.234863 0.619482 -6.665854
C -0.980063 1.371282 -5.745254
C -0.752763 1.220582 -4.399954
C 0.224937 0.312482 -3.940754
C 0.955837 -0.453618 -4.871154
C 0.723437 -0.302818 -6.218254
C 0.431237 0.185882 -2.561654
C 0.541737 0.137982 -1.340554
H -1.723363 2.066682 -6.103854
H -1.315863 1.794282 -3.679454
H 1.699937 -1.153418 -4.519954
H 1.277637 -0.883418 -6.939654

Forces on atoms 1 to 6 (eV/Å):
Ir -0.3 -0.8 -0.8
Se -0.8 -0.1 -0.9
N -0.4 -0.1 0.2
C 1.8 0.2 0.3
C -1.4 -0.1 -0.1
C 0.9 0.1 -0.3

Calculated values
- LUMO energy (spin up / spin down): -0.215 / -0.346 hartree
- Charge: +2
- E: -134355.7763 eV
- Spin multiplicity: 6
- HOMO level (spin up / spin down): -10.33 / -13.10 eV
- HOMO-LUMO gap (spin up / spin down): 0.1644 / 0.1357 Eh
- ⟨S²⟩: 8.825

***

3.
C3H6N | wB97M-V/def2-TZVPD

Positions of all 10 atoms, in Å:
C 2.824315 -0.404442 -0.105750
C -1.624691 -0.535271 0.093698
C -1.030130 0.701144 -0.007510
N 1.950192 0.299142 0.087903
H 3.666636 -1.029241 -0.277785
H -1.876666 -0.967945 1.053845
H -1.075305 1.201851 -0.978365
H -1.877767 -1.114799 -0.783605
H 0.153284 0.487965 0.056802
H -1.109870 1.361595 0.860770

Forces on atoms 1 to 6 (eV/Å):
C 0.2 0.1 0.0
C 0.0 0.1 0.0
C 0.4 0.9 -0.1
N -0.8 0.0 0.0
H 0.3 -0.2 0.0
H 0.1 -0.1 0.1

Calculated values
- LUMO energy: -0.256 hartree
- Charge: +1
- E: -4688.0252 eV
- Spin multiplicity: 1
- HOMO level: -17.39 eV
- HOMO-LUMO gap: 0.3830 Eh

***

4.
C16H58N10O13 | wB97M-V/def2-TZVPD

Positions of all 97 atoms, in Å:
C -3.789673 3.813393 1.418599
C -2.883773 3.213088 2.427158
O -1.749499 2.652326 1.866105
H -4.617904 4.195794 2.051611
H -4.183753 3.026182 0.674464
H -3.350725 4.625852 0.841728
H -3.472476 2.481512 2.999014
H -2.514991 3.999124 3.110799
H -1.132945 2.524401 2.547858
C 3.612978 -2.247455 -2.056933
C 3.349455 -3.722330 -2.228121
O 2.140180 -3.915942 -2.932934
H 2.749957 -1.709928 -1.662937
H 4.016064 -1.879768 -2.994284
H 4.507646 -2.151392 -1.470497
H 3.383924 -4.224574 -1.236674
H 4.190697 -4.135327 -2.851003
H 1.778791 -4.748091 -2.484752
C 0.332695 -3.569743 -0.171346
C 1.140270 -4.134955 1.048972
O 1.142530 -3.039575 1.983512
H -0.681967 -3.204825 0.143076
H 0.136906 -4.329987 -0.881614
H 0.886259 -2.816598 -0.749604
H 2.227929 -4.255074 0.849662
H 0.682905 -5.023951 1.551405
H 1.945076 -2.506490 1.922699
C -3.571621 1.441643 -1.356677
O -3.835774 0.205768 -1.792384
N -2.597243 1.605575 -0.496652
N -3.955626 2.604693 -1.903122
H -2.041039 0.761365 -0.107116
H -2.465904 2.474402 0.155642
H -4.647231 2.426590 -2.543279
H -3.823548 3.572414 -1.622794
C 4.055926 -0.311130 1.465010
O 3.428742 -1.504827 0.934727
N 4.280122 0.759706 0.765273
N 4.588948 -0.287962 2.687913
H 3.810843 0.794103 -0.155954
H 4.422468 1.720257 1.357855
H 4.256872 -0.963723 3.323213
H 5.023882 0.529428 3.042476
C -4.450970 -2.170009 0.626057
O -3.072739 -1.910534 0.743169
N -5.092279 -1.671061 -0.315152
N -5.159130 -2.924087 1.496230
H -4.816636 -0.801222 -0.763649
H -5.923337 -2.211338 -0.576074
H -4.887507 -2.657414 2.542751
H -6.166742 -3.131359 1.450289
C -0.587589 2.376829 -3.319963
O 0.539578 2.552533 -4.072813
N -1.623543 2.895323 -3.787823
N -0.671227 1.823466 -2.126662
H -1.655268 2.987485 -4.811695
H -2.425608 3.008466 -3.183104
H 0.164327 1.636515 -1.689875
H -1.558476 1.700431 -1.513817
C 0.065790 -1.344837 -3.224434
O 1.201640 -0.638135 -3.488293
N -0.177004 -2.565730 -3.620996
N -0.969876 -0.744779 -2.717945
H 0.707568 -3.173947 -3.538687
H -1.048584 -3.116300 -3.403293
H -0.973619 0.363882 -2.516856
H -1.722917 -1.248943 -2.294164
C 2.157357 0.408239 4.527944
O 2.062713 -1.003435 4.373771
H 2.247710 0.876131 3.489791
H 2.916890 0.841040 5.171344
H 1.236744 0.792815 4.927044
H 2.009692 -1.427806 5.177348
C 3.082418 1.980990 -2.530044
O 2.911997 0.769431 -1.756583
H 4.124658 2.269607 -2.434325
H 2.444859 2.735389 -2.141004
H 2.908556 1.824094 -3.564453
H 2.452145 0.172727 -2.342323
C 1.676484 3.278351 0.370821
O 2.214714 4.609741 0.567646
H 2.360655 2.483701 0.084055
H 0.824089 3.282194 -0.317819
H 1.150223 2.927571 1.231955
H 1.540586 5.206136 0.859701
C -1.242279 -0.843190 3.338681
O -2.594361 -0.763395 3.214854
H -0.861672 0.215686 3.463945
H -0.866118 -1.473191 2.480439
H -0.961576 -1.416226 4.187798
H -2.758808 -0.646532 2.265082
C 0.582474 0.098393 0.452300
O -0.598157 -0.512152 0.076910
H 1.390852 -0.131500 -0.186000
H 1.005546 -0.158158 1.453321
H 0.401819 1.176707 0.423506
H -0.292436 -1.352561 -0.228997

Forces on atoms 1 to 6 (eV/Å):
C -1.6 -0.6 -0.8
C -0.2 0.6 1.6
O -0.2 -0.3 -1.9
H 0.1 0.0 -0.9
H 0.2 1.3 1.4
H 0.1 0.1 0.1

Calculated values
- LUMO energy: 0.000 hartree
- Charge: 0
- E: -59045.0730 eV
- Spin multiplicity: 1
- HOMO level: -8.13 eV
- HOMO-LUMO gap: 0.2985 Eh

***

5.
C10H13IN3O | wB97M-V/def2-TZVPD

Positions of all 28 atoms, in Å:
C 1.560849 -0.184169 -4.207567
O 1.490117 -0.540629 -2.769052
C 0.559007 0.080620 -2.080788
N -0.184568 1.056023 -2.571731
C -0.968549 1.697153 -1.735634
C -1.269637 1.370033 -0.439077
C -0.536268 0.328752 0.160832
C -0.228687 -0.122472 1.422366
N -1.107268 0.098311 2.392071
C -0.969623 -0.182628 3.828595
N -2.191468 0.586307 1.960432
I -3.762241 1.066614 3.141770
C 1.020580 -1.006419 1.530914
C 1.479624 -1.084463 0.087297
C 0.350641 -0.513605 -0.725810
H 2.580981 -0.266033 -4.660168
H 1.526303 0.871692 -4.261510
H 0.945932 -0.762654 -4.758538
H -1.542370 2.588171 -2.157569
H -1.876433 1.960607 0.175235
H -1.054851 0.674282 4.354005
H -1.830588 -0.899793 4.268697
H 0.064422 -0.468105 3.934142
H 1.656104 -0.700097 2.327029
H 0.610247 -1.869357 1.949798
H 1.724567 -1.988486 -0.240964
H 2.247967 -0.429740 -0.061155
H -0.294791 -1.359919 -0.863620

Forces on atoms 1 to 6 (eV/Å):
C 4.0 1.7 1.6
O -0.2 0.3 -1.1
C -0.3 -0.1 -0.2
N 2.4 -1.6 -0.8
C -2.7 1.9 0.3
C 1.1 -1.1 0.6

Calculated values
- LUMO energy (spin up / spin down): -0.179 / -0.186 hartree
- Charge: +1
- E: -25187.6892 eV
- Spin multiplicity: 1
- HOMO level (spin up / spin down): -11.37 / -11.50 eV
- HOMO-LUMO gap (spin up / spin down): 0.2391 / 0.2364 Eh

***

Question: Among the records above, which one has the highest E?
Answer: C3H6N